No. 1
Formula: C31H28CsN9O2S2
Source: the OMol25 dataset
Level of theory: ωB97M-V with the def2-TZVPD basis set

XYZ file:
```
73
Properties=species:S:1:pos:R:3:forces:R:3:lowdin_charge:R:1
Cs -0.251 -0.418 1.005 2.0 -0.2 -1.0 1.02
C 3.085 -2.397 -4.986 0.0 0.0 0.0 -0.13
C 2.304 -3.228 -3.974 0.0 0.0 0.0 -0.33
N 2.980 -3.351 -2.699 0.0 0.1 0.0 -0.06
C 2.804 -2.463 -1.650 0.0 0.1 0.1 -0.86
S 2.025 -0.956 -1.909 0.1 -0.2 -0.1 0.47
N 3.367 -2.912 -0.534 -0.1 0.2 0.0 -0.06
N 3.008 -2.248 0.589 0.0 0.0 -0.2 0.02
C 3.847 -2.237 1.560 -0.1 0.1 0.2 -0.31
C 5.240 -2.796 1.474 0.0 -0.1 0.1 -0.07
C 3.389 -1.585 2.815 0.1 -0.1 -0.2 -0.23
C 4.294 -1.134 3.781 0.1 0.1 0.1 -0.04
C 3.818 -0.490 4.915 0.0 0.0 0.0 -0.09
C 2.452 -0.318 5.080 0.2 -0.2 -0.1 -0.11
C 1.625 -0.822 4.080 -0.2 -0.1 0.1 -0.16
N 2.072 -1.431 2.992 -0.1 0.0 0.1 0.07
H 2.584 -2.400 -5.959 0.0 0.0 0.0 0.06
H 4.096 -2.794 -5.109 0.0 0.0 0.0 0.06
H 3.154 -1.369 -4.628 0.0 0.0 0.0 0.04
H 2.159 -4.240 -4.362 0.0 0.0 0.0 0.10
H 1.322 -2.775 -3.824 0.0 0.0 0.0 0.08
H 3.161 -4.284 -2.367 0.1 0.0 0.0 0.10
H 5.263 -3.536 0.677 0.0 0.0 0.0 0.05
H 5.551 -3.258 2.415 0.0 0.0 0.0 0.06
H 5.970 -2.018 1.223 0.0 0.0 0.0 0.08
H 5.358 -1.265 3.631 0.0 0.0 0.0 0.09
H 4.515 -0.120 5.659 0.0 0.0 0.0 0.09
H 2.034 0.175 5.947 0.0 -0.1 0.0 0.09
H 0.539 -0.751 4.165 0.1 0.0 0.0 0.10
N -1.774 0.955 -3.737 -0.1 0.1 -0.1 0.13
C -1.154 0.880 -2.531 0.1 0.0 0.2 -0.17
N -0.777 1.887 -1.834 0.1 -0.3 -0.1 0.15
C -0.994 3.169 -2.317 -0.3 -0.2 0.0 -0.30
N -0.663 4.190 -1.619 0.2 0.0 -0.1 0.06
N 0.065 3.857 -0.497 0.2 0.4 0.0 0.03
C -0.552 3.869 0.603 0.0 -0.2 0.3 -0.11
C 0.122 3.476 1.871 -0.2 0.1 -0.2 -0.28
C -0.567 3.638 3.067 -0.1 0.0 0.1 -0.03
C 0.030 3.229 4.248 -0.1 0.1 0.0 -0.06
C 1.287 2.656 4.192 0.0 0.1 0.0 -0.08
C 1.894 2.531 2.949 0.0 0.0 -0.1 -0.14
N 1.340 2.939 1.813 0.1 -0.1 0.1 0.13
C -1.671 3.336 -3.622 0.0 0.0 0.2 -0.08
C -1.949 4.580 -4.181 0.0 0.1 0.0 -0.03
C -2.612 4.684 -5.388 0.0 -0.1 0.0 -0.10
C -3.015 3.525 -6.054 0.0 0.1 0.0 -0.11
C -2.751 2.283 -5.518 0.0 -0.1 0.0 -0.03
C -2.072 2.184 -4.301 0.0 -0.1 0.0 -0.18
H -2.079 0.103 -4.175 -0.1 0.0 0.0 0.15
H -0.978 -0.121 -2.161 0.0 -0.1 0.0 0.06
H -1.624 4.075 0.654 0.0 0.1 0.0 0.12
H -1.564 4.059 3.060 0.0 0.0 0.0 0.11
H -0.486 3.345 5.193 0.0 0.0 0.0 0.10
H 1.787 2.298 5.083 0.0 0.0 -0.1 0.08
H 2.870 2.066 2.860 0.0 0.0 0.0 0.11
H -1.630 5.461 -3.638 0.0 0.0 0.0 0.11
H -2.821 5.658 -5.812 0.0 0.0 0.0 0.09
H -3.537 3.596 -7.001 0.0 0.0 0.0 0.09
H -3.066 1.379 -6.027 0.0 0.0 0.0 0.11
O -1.954 -1.206 3.254 -0.2 0.0 -0.1 -0.15
C -2.720 -0.839 2.319 -0.5 0.0 0.5 -0.86
O -2.604 0.230 1.674 -1.3 0.4 0.6 -0.34
C -3.849 -1.782 1.938 0.0 -0.1 -0.1 -0.17
C -4.685 -2.203 2.969 0.0 0.0 -0.1 -0.07
C -5.763 -3.049 2.749 0.0 0.0 -0.1 -0.15
C -5.991 -3.499 1.451 0.0 0.0 0.0 -0.15
C -5.156 -3.104 0.419 0.0 0.0 0.0 -0.17
C -4.057 -2.238 0.609 0.0 0.1 0.0 -0.69
S -3.030 -1.832 -0.763 -0.1 -0.2 0.1 0.35
H -4.465 -1.848 3.971 0.0 0.0 0.0 0.10
H -6.404 -3.357 3.568 0.0 0.0 0.0 0.07
H -6.819 -4.171 1.244 0.0 0.0 0.0 0.08
H -5.328 -3.468 -0.588 0.0 0.0 0.0 0.07
```
Forces are in eV/Å.

Results
- Multiplicity: 1
- E_tot: -72327.21152 eV
- Strongest force on any atom: 2.277 eV/Å
- Total charge: -2
- Molar mass: 755.7 g/mol
- Energy relative to the best compared isomer or geometry (same formula, charge and spin): 39.3 kcal/mol
- Gap between HOMO and LUMO: 0.17015 Ha

---

No. 2
Formula: C3H12N2O2
Source: the OMol25 dataset
Level of theory: ωB97M-V with the def2-TZVPD basis set

XYZ file:
```
19
Properties=species:S:1:pos:R:3:forces:R:3:lowdin_charge:R:1
C 0.662 1.360 1.589 1.3 1.1 1.1 -0.10
C -0.212 0.293 1.173 -0.8 -5.5 -0.7 -0.39
C 0.241 -1.025 1.354 -2.2 1.6 -0.1 -0.19
N -0.547 -2.133 0.853 0.3 0.1 -4.5 -0.05
N -1.429 0.482 0.347 0.2 -0.1 1.2 0.05
H 1.674 1.012 1.872 -0.6 -0.4 -0.3 0.09
H 0.854 1.989 0.743 0.0 1.0 -0.2 0.06
H 0.365 1.894 2.494 -0.5 0.5 -0.3 0.08
H 0.893 -1.303 2.196 0.3 0.4 -0.8 0.10
H -0.940 -1.796 -0.172 1.0 -0.8 3.3 0.10
H 0.083 -2.908 0.450 -0.9 1.4 1.4 0.08
H -1.842 1.400 0.533 0.3 -0.4 -0.1 0.07
H -2.202 -0.240 0.502 1.8 1.2 0.0 0.10
H -0.099 -0.788 -3.259 0.3 -2.1 2.5 0.10
H 0.284 -2.264 -2.630 -0.3 1.1 -0.2 0.04
O -0.062 -1.373 -2.400 0.1 1.0 -2.2 -0.13
H 0.967 1.152 -1.474 0.2 0.6 -0.7 0.02
H 0.207 2.332 -2.084 1.1 -0.4 -0.1 0.05
O 1.103 1.915 -2.087 -1.4 -0.4 0.8 -0.09
```
Forces are in eV/Å.

Results
- Multiplicity: 1
- Structure (SMILES): C/C(N)=C/N.O.O
- E_tot: -10379.21628 eV
- Strongest force on any atom: 5.580 eV/Å
- Total charge: 0
- Molar mass: 108.1 g/mol
- Energy relative to the best compared isomer or geometry (same formula, charge and spin): 53.8 kcal/mol
- Gap between HOMO and LUMO: 0.28993 Ha

---

No. 3
Formula: C21H47NO12S
Source: the OMol25 dataset
Level of theory: ωB97M-V with the def2-TZVPD basis set

XYZ file:
```
82
Properties=species:S:1:pos:R:3:forces:R:3:lowdin_charge:R:1
C 0.102 -2.865 0.017 0.0 0.1 0.0 -0.07
C 1.568 -3.100 -0.329 0.1 0.0 0.0 -0.17
C 2.155 -2.069 -1.291 0.0 0.1 0.0 -0.22
O 1.161 -1.616 -2.228 0.0 -0.1 -0.1 -0.18
S 0.898 -0.057 -2.228 0.1 0.0 0.0 0.58
O 1.266 0.488 -3.484 -0.1 0.0 0.0 -0.21
O -0.390 0.203 -1.685 0.0 0.0 -0.1 -0.22
O 2.001 0.315 -1.147 0.0 0.1 0.1 -0.13
C 2.706 -0.809 -0.587 0.0 0.1 0.0 -0.32
O 4.052 -0.675 -0.818 0.0 -0.4 0.1 -0.04
C 4.868 -0.320 0.306 0.0 0.2 0.0 -0.15
C 5.004 1.192 0.434 0.0 0.0 -0.1 -0.18
N 3.859 1.911 0.972 0.0 -0.1 -0.1 -0.05
C 3.367 1.478 2.269 0.0 0.0 0.0 -0.19
C 4.421 1.568 3.374 -0.1 0.0 0.0 -0.42
C 5.187 2.892 3.377 -0.1 0.0 0.1 -0.04
O 3.675 1.366 4.578 -0.1 0.0 0.0 -0.05
H -0.077 -1.848 0.376 0.0 0.0 0.0 0.08
H -0.208 -3.560 0.797 0.0 0.0 0.0 0.08
H -0.542 -3.024 -0.847 0.0 0.0 0.0 0.06
H 1.706 -4.097 -0.750 -0.1 0.0 0.0 0.12
H 2.173 -3.061 0.584 0.0 -0.1 -0.1 0.12
H 2.970 -2.494 -1.877 0.0 0.1 0.0 0.16
H 2.492 -0.796 0.485 -0.1 -0.1 0.0 0.15
H 5.841 -0.780 0.132 0.0 0.0 -0.1 0.13
H 4.445 -0.767 1.212 0.1 0.0 0.0 0.12
H 5.193 1.584 -0.568 0.1 0.0 0.0 0.13
H 5.894 1.417 1.032 -0.1 0.0 0.1 0.12
H 3.109 1.939 0.294 0.0 0.1 0.1 0.10
H 2.537 2.125 2.559 0.0 0.0 -0.1 0.12
H 2.973 0.449 2.275 0.0 0.0 0.1 0.11
H 5.123 0.729 3.274 0.0 0.1 -0.1 0.13
H 6.263 2.744 3.485 0.0 0.0 0.0 0.08
H 4.844 3.507 4.212 0.0 0.0 0.0 0.08
H 5.005 3.448 2.457 0.0 0.0 0.0 0.07
H 4.253 1.518 5.329 0.1 0.0 0.0 0.09
C 0.494 3.130 4.448 0.1 -0.1 0.0 -0.11
O -0.570 3.126 3.522 -0.1 0.2 0.0 -0.19
C -1.794 2.631 4.027 0.0 -0.1 0.0 -0.21
C -2.972 3.402 3.472 0.0 -0.1 0.0 -0.18
O -3.109 4.716 3.990 0.0 0.0 0.0 -0.12
C -2.258 5.727 3.473 0.0 0.1 0.0 -0.18
C -2.674 6.262 2.119 0.0 0.1 0.0 -0.21
O -2.433 5.319 1.093 -0.1 -0.2 0.1 -0.19
C -3.424 5.272 0.093 0.0 0.1 -0.1 -0.11
H 0.936 2.135 4.569 0.0 0.0 0.0 0.08
H 1.260 3.799 4.057 0.0 0.0 0.0 0.09
H 0.174 3.498 5.429 0.0 0.0 0.0 0.09
H -1.808 2.680 5.122 0.0 0.1 0.0 0.12
H -1.916 1.578 3.735 0.0 0.0 0.1 0.13
H -3.874 2.878 3.800 0.0 0.0 -0.1 0.13
H -2.948 3.397 2.381 0.1 0.1 0.0 0.12
H -1.215 5.407 3.449 0.0 -0.1 -0.1 0.12
H -2.349 6.556 4.179 0.1 0.0 0.0 0.13
H -2.092 7.174 1.925 -0.1 0.0 0.0 0.13
H -3.734 6.539 2.148 0.0 -0.1 0.0 0.12
H -4.430 5.263 0.528 0.0 0.0 0.0 0.09
H -3.276 4.353 -0.471 0.0 0.0 0.0 0.09
H -3.350 6.122 -0.595 0.0 0.0 0.0 0.09
C -3.002 -7.232 -5.530 -0.1 -0.1 0.0 -0.11
O -3.492 -6.020 -5.007 0.2 0.1 0.1 -0.19
C -3.879 -6.078 -3.648 -0.1 -0.1 0.0 -0.21
C -3.503 -4.813 -2.907 0.0 -0.1 0.0 -0.18
O -2.112 -4.670 -2.669 0.0 0.0 0.0 -0.13
C -1.304 -4.205 -3.742 0.1 0.1 0.0 -0.18
C -1.373 -2.711 -3.966 0.2 0.1 -0.1 -0.21
O -2.605 -2.311 -4.533 -0.2 -0.2 0.2 -0.19
C -3.110 -1.101 -4.010 0.1 0.1 -0.1 -0.10
H -3.810 -7.941 -5.743 0.0 0.0 0.0 0.09
H -2.486 -7.001 -6.460 0.0 0.0 0.0 0.09
H -2.294 -7.707 -4.841 0.0 0.0 0.0 0.09
H -3.415 -6.939 -3.152 0.0 0.0 0.0 0.12
H -4.969 -6.197 -3.579 0.0 -0.1 0.0 0.13
H -3.952 -4.888 -1.913 0.0 0.1 0.0 0.13
H -3.919 -3.938 -3.409 0.1 0.0 -0.1 0.12
H -1.504 -4.746 -4.668 -0.1 0.0 0.0 0.12
H -0.278 -4.424 -3.431 0.0 0.0 -0.1 0.12
H -0.549 -2.434 -4.639 0.0 0.1 0.0 0.13
H -1.205 -2.202 -3.011 -0.1 0.0 0.0 0.09
H -3.039 -1.078 -2.917 0.0 0.0 0.0 0.09
H -4.157 -1.033 -4.302 0.0 0.0 0.0 0.09
H -2.574 -0.232 -4.406 0.0 0.0 0.0 0.09
```
Forces are in eV/Å.

Results
- Multiplicity: 1
- Structure (SMILES): CC[C@H]1OS(=O)(=O)O[C@@H]1OCCNC[C@@H](C)O.COCCOCCOC.COCCOCCOC
- E_tot: -59429.96549 eV
- Strongest force on any atom: 0.386 eV/Å
- Total charge: 0
- Molar mass: 537.7 g/mol
- Energy relative to the best compared isomer or geometry (same formula, charge and spin): 0.0 kcal/mol
- Gap between HOMO and LUMO: 0.34855 Ha

---

No. 4
Formula: CH9NO3
Source: the OMol25 dataset
Level of theory: ωB97M-V with the def2-TZVPD basis set

XYZ file:
```
14
Properties=species:S:1:pos:R:3:forces:R:3:lowdin_charge:R:1
C -1.065 -1.088 1.685 -0.6 1.1 0.2 -0.09
N -0.409 -1.090 0.609 0.2 -0.4 0.0 0.03
H -1.357 -0.106 2.052 -0.1 0.0 0.1 0.05
H -1.446 -1.922 2.271 0.4 -0.4 -0.2 0.07
H -0.146 -2.028 0.328 0.0 -0.3 -0.2 0.06
H 3.162 -0.748 -0.754 0.3 0.3 1.1 0.02
H 2.803 -0.430 -2.128 -0.3 1.0 -1.1 0.01
O 2.814 -1.150 -1.531 -0.1 -1.4 0.0 -0.04
H -0.960 1.748 0.138 0.0 0.2 0.2 0.00
H -2.046 2.742 0.554 0.4 -0.4 0.3 0.04
O -1.432 2.083 0.924 -0.3 0.2 -0.6 -0.08
H -0.153 0.805 -2.125 -0.1 0.1 -0.4 0.04
H -0.043 0.224 -0.735 0.4 -0.3 0.3 -0.02
O 0.277 0.961 -1.287 -0.2 0.2 0.2 -0.08
```
Forces are in eV/Å.

Results
- Multiplicity: 1
- Structure (SMILES): C=N.O.O.O
- E_tot: -8814.96280 eV
- Strongest force on any atom: 1.559 eV/Å
- Total charge: 0
- Molar mass: 83.1 g/mol
- Energy relative to the best compared isomer or geometry (same formula, charge and spin): 14.9 kcal/mol
- Gap between HOMO and LUMO: 0.42563 Ha